Record 1
{"formula": "C4H9NO2", "method": "ωB97M-V/def2-TZVPD", "spin_multiplicity": 1, "max_force_ev_per_a": 0.94, "lumo_ev": [0.8, 0.3], "homo_ev": [-8.03, -7.32], "symbols": ["C", "C", "C", "O", "N", "C", "O", "H", "H", "H", "H", "H", "H", "H", "H", "H"], "xyz": [[-1.164, 1.375, 0.229], [-0.086, 0.442, 0.424], [-0.860, -0.861, 0.418], [-0.569, -1.756, 1.348], [1.111, 0.500, -0.418], [2.100, -0.385, -0.212], [2.024, -1.321, 0.581], [-1.392, 1.735, -0.774], [-1.609, 1.896, 1.067], [-1.590, 0.040, -1.911], [0.239, 0.510, 1.471], [-1.851, -0.951, -0.011], [-1.182, -0.586, -1.877], [0.423, -1.741, 1.393], [1.264, 1.325, -0.978], [3.003, -0.216, -0.822]]}



Record 2
{"formula": "C4H9NO2", "method": "ωB97M-V/def2-TZVPD", "spin_multiplicity": 1, "max_force_ev_per_a": 5.02, "lumo_ev": 0.6, "homo_ev": -9.09, "symbols": ["C", "C", "C", "C", "N", "O", "O", "H", "H", "H", "H", "H", "H", "H", "H", "H"], "xyz": [[0.541, 0.170, -0.223], [1.000, -0.960, -1.116], [0.927, 0.009, 1.231], [-1.315, 0.107, -0.358], [-1.993, 0.619, 0.698], [0.833, 1.430, -0.689], [-1.846, -0.585, -1.201], [-0.137, 1.242, -1.186], [-1.542, 1.210, 1.374], [-2.995, 0.501, 0.744], [0.673, 0.902, 1.797], [0.503, -0.903, -2.082], [0.790, -1.929, -0.668], [2.076, -0.848, -1.264], [0.472, -0.873, 1.674], [2.015, -0.092, 1.268]]}



Record 3
{"formula": "C4H9NO2", "method": "ωB97M-V/def2-TZVPD", "spin_multiplicity": 1, "max_force_ev_per_a": 0.34, "lumo_ev": 0.7, "homo_ev": -9.57, "symbols": ["C", "C", "O", "C", "C", "O", "N", "H", "H", "H", "H", "H", "H", "H", "H", "H"], "xyz": [[1.588, 0.590, -1.248], [0.662, -0.179, -0.314], [1.132, -0.084, 1.030], [-0.750, 0.401, -0.342], [-1.828, -0.377, 0.407], [-2.909, -0.624, -0.102], [-1.520, -0.720, 1.687], [1.612, 1.648, -0.965], [1.253, 0.514, -2.286], [2.612, 0.197, -1.200], [0.631, -1.237, -0.620], [2.095, -0.140, 1.016], [-0.700, 1.414, 0.078], [-1.098, 0.477, -1.375], [-2.198, -1.265, 2.198], [-0.579, -0.613, 2.037]]}



Record 4
{"formula": "C4H9NO2", "method": "ωB97M-V/def2-TZVPD", "spin_multiplicity": 1, "max_force_ev_per_a": 1.89, "lumo_ev": 0.3, "homo_ev": -8.68, "symbols": ["C", "C", "N", "C", "C", "H", "H", "H", "H", "H", "H", "H", "O", "H", "H", "O"], "xyz": [[-1.479, -1.944, -0.940], [-1.254, -0.689, -1.453], [-0.503, 0.005, -0.551], [-0.227, -0.785, 0.538], [-0.890, -1.969, 0.356], [-2.381, -2.477, -1.170], [-1.508, -0.226, -2.394], [-0.117, 0.903, -0.774], [0.566, -0.536, 1.221], [-1.058, -2.743, 1.080], [-0.514, 3.187, 1.525], [-0.849, 1.935, 2.295], [-0.295, 2.723, 2.342], [2.682, 0.564, -0.737], [3.442, 1.791, -0.202], [3.517, 1.037, -0.809]]}



Record 5
{"formula": "C4H9NO2", "method": "ωB97M-V/def2-TZVPD", "spin_multiplicity": 1, "max_force_ev_per_a": 0.71, "lumo_ev": 0.9, "homo_ev": -9.85, "symbols": ["C", "C", "N", "C", "O", "O", "C", "H", "H", "H", "H", "H", "H", "H", "H", "H"], "xyz": [[0.009, -1.172, -1.703], [0.980, -0.015, -1.465], [0.537, 0.773, -0.319], [0.378, -0.062, 0.789], [1.262, -0.561, 1.429], [-0.935, -0.148, 1.159], [-1.031, 0.837, 2.188], [-1.014, -0.802, -1.856], [0.307, -1.764, -2.568], [-0.025, -1.841, -0.833], [1.983, -0.379, -1.231], [1.040, 0.649, -2.330], [-0.357, 1.209, -0.525], [-1.992, 1.337, 2.090], [-0.894, 0.348, 3.153], [-0.250, 1.591, 2.021]]}



Record 6
{"formula": "C4H9NO2", "method": "ωB97M-V/def2-TZVPD", "spin_multiplicity": 1, "max_force_ev_per_a": 0.63, "lumo_ev": 0.8, "homo_ev": -9.73, "symbols": ["C", "C", "C", "O", "N", "C", "O", "H", "H", "H", "H", "H", "H", "H", "H", "H"], "xyz": [[-1.294, 1.365, -0.437], [-0.273, 0.525, 0.333], [-0.720, -0.938, 0.411], [-0.241, -1.571, 1.585], [1.108, 0.600, -0.265], [1.876, -0.467, -0.642], [1.492, -1.544, -1.066], [-0.892, 2.353, -0.672], [-2.213, 1.516, 0.149], [-1.575, 0.877, -1.377], [-0.169, 0.911, 1.355], [-1.811, -1.048, 0.322], [-0.270, -1.406, -0.463], [0.345, -2.282, 1.301], [1.676, 1.398, -0.003], [2.962, -0.290, -0.530]]}



Record 7
{"formula": "C4H9NO2", "method": "ωB97M-V/def2-TZVPD", "spin_multiplicity": 1, "max_force_ev_per_a": 2.17, "lumo_ev": 0.7, "homo_ev": -9.66, "symbols": ["C", "N", "C", "C", "C", "O", "O", "H", "H", "H", "H", "H", "H", "H", "H", "H"], "xyz": [[-1.915, -0.721, 0.868], [-0.972, 0.244, 0.961], [-0.449, 0.306, -1.447], [0.065, 0.590, -0.050], [1.342, -0.199, 0.280], [2.455, 0.661, 0.026], [-2.693, -1.039, 1.736], [-1.920, -1.230, -0.101], [-0.626, 0.503, 1.870], [0.027, 0.958, -2.128], [-0.222, -0.681, -1.837], [-1.514, 0.514, -1.542], [0.372, 1.598, 0.217], [1.378, -1.138, -0.286], [1.415, -0.499, 1.334], [3.258, 0.132, 0.099]]}



Record 8
{"formula": "C4H9NO2", "method": "ωB97M-V/def2-TZVPD", "spin_multiplicity": 1, "max_force_ev_per_a": 2.42, "lumo_ev": 0.9, "homo_ev": -10.03, "symbols": ["C", "C", "C", "C", "H", "H", "H", "H", "H", "H", "H", "H", "H", "N", "O", "O"], "xyz": [[1.804, -0.200, 1.351], [1.213, 0.902, 0.411], [1.847, 0.865, -0.948], [-0.305, 0.885, 0.392], [2.905, -0.106, 1.491], [1.532, -1.213, 1.038], [1.328, -0.017, 2.322], [1.556, 1.881, 0.837], [1.400, 1.620, -1.603], [2.899, 1.081, -0.823], [1.734, -0.146, -1.385], [-0.727, 1.697, -0.173], [-0.687, 0.916, 1.414], [-2.065, -0.585, -0.300], [-0.731, -0.432, -0.269], [-2.373, -1.609, -0.762]]}



Record 9
{"formula": "C4H9NO2", "method": "ωB97M-V/def2-TZVPD", "spin_multiplicity": 1, "max_force_ev_per_a": 5.46, "lumo_ev": 0.7, "homo_ev": -9.49, "symbols": ["O", "C", "C", "C", "C", "O", "N", "H", "H", "H", "H", "H", "H", "H", "H", "H"], "xyz": [[2.534, -0.639, 0.588], [1.525, -1.016, 0.050], [0.170, -0.567, 0.506], [-0.158, 0.642, -0.547], [-0.524, 1.883, 0.262], [-0.967, 0.204, -1.621], [-0.658, -1.754, 0.303], [1.413, -1.804, -0.903], [0.037, -0.234, 1.617], [0.876, 0.871, -0.969], [0.411, 2.228, 0.876], [-1.108, 1.757, 1.180], [-0.924, 2.647, -0.337], [-0.448, -0.301, -2.317], [-0.619, -2.267, 1.246], [-1.558, -1.650, 0.066]]}



Record 10
{"formula": "C4H9NO2", "method": "ωB97M-V/def2-TZVPD", "spin_multiplicity": 1, "max_force_ev_per_a": 1.51, "lumo_ev": 1.0, "homo_ev": -9.77, "symbols": ["C", "C", "N", "C", "O", "O", "C", "H", "H", "H", "H", "H", "H", "H", "H", "H"], "xyz": [[-2.077, 0.745, 1.008], [-1.615, -0.520, 0.294], [-0.680, -0.157, -0.902], [0.594, -0.199, -0.462], [0.817, -0.513, 0.694], [1.601, 0.097, -1.311], [2.849, -0.094, -0.616], [-2.543, 1.395, 0.270], [-2.798, 0.544, 1.814], [-1.222, 1.265, 1.463], [-1.132, -1.156, 1.069], [-2.410, -1.125, -0.125], [-0.845, 0.153, -1.876], [3.647, 0.200, -1.293], [2.864, 0.508, 0.296], [2.951, -1.143, -0.324]]}



Record 11
{"formula": "C4H9NO2", "method": "ωB97M-V/def2-TZVPD", "spin_multiplicity": 1, "max_force_ev_per_a": 0.38, "lumo_ev": 0.7, "homo_ev": -10.01, "symbols": ["C", "C", "C", "O", "N", "C", "O", "H", "H", "H", "H", "H", "H", "H", "H", "H"], "xyz": [[1.131, 0.860, -0.905], [0.545, 0.193, 0.338], [-0.655, 0.971, 0.888], [-1.168, 0.406, 2.073], [0.212, -1.215, 0.080], [-0.673, -1.604, -0.874], [-1.487, -0.883, -1.417], [2.078, 0.386, -1.184], [1.312, 1.925, -0.721], [0.444, 0.769, -1.751], [1.293, 0.163, 1.137], [-0.312, 1.978, 1.149], [-1.422, 1.056, 0.110], [-1.611, -0.416, 1.825], [0.882, -1.908, 0.379], [-0.568, -2.681, -1.127]]}



Record 12
{"formula": "C4H9NO2", "method": "ωB97M-V/def2-TZVPD", "spin_multiplicity": 1, "max_force_ev_per_a": 5.27, "lumo_ev": 0.9, "homo_ev": -9.41, "symbols": ["C", "C", "N", "C", "C", "O", "O", "H", "H", "H", "H", "H", "H", "H", "H", "H"], "xyz": [[1.334, 2.364, 0.093], [0.877, 1.031, 0.665], [0.480, 0.123, -0.361], [-0.747, -0.488, -0.295], [-0.790, -1.938, 0.079], [-1.831, -2.489, -0.628], [0.718, 0.799, 1.826], [2.369, 2.427, -0.430], [0.619, 2.970, -0.466], [1.452, 3.008, 0.966], [1.023, 0.319, -1.200], [-1.579, 0.017, 0.339], [-1.210, -0.500, -1.328], [-0.693, -1.971, 1.251], [0.067, -2.490, -0.371], [-2.092, -3.181, -0.142]]}